# 1
{"formula": "C23H45Cl20N3O4P", "method": "ωB97M-V with the def2-TZVPD basis set", "species": ["Cl", "Cl", "Cl", "Cl", "Cl", "Cl", "Cl", "Cl", "Cl", "Cl", "Cl", "Cl", "Cl", "Cl", "Cl", "Cl", "Cl", "Cl", "Cl", "Cl", "P", "O", "O", "O", "O", "N", "N", "N", "C", "C", "C", "C", "C", "C", "C", "C", "C", "C", "C", "C", "C", "C", "C", "C", "C", "C", "C", "C", "C", "C", "C", "H", "H", "H", "H", "H", "H", "H", "H", "H", "H", "H", "H", "H", "H", "H", "H", "H", "H", "H", "H", "H", "H", "H", "H", "H", "H", "H", "H", "H", "H", "H", "H", "H", "H", "H", "H", "H", "H", "H", "H", "H", "H", "H", "H", "H"], "coordinates": [[7.014, 5.519, 3.090], [4.719, -2.829, 1.671], [3.176, 2.802, -1.696], [4.649, 3.206, 2.332], [-6.729, -0.426, -1.444], [1.607, -3.400, 0.150], [-0.599, -7.668, 2.233], [-1.588, -6.091, -0.840], [-2.147, 4.365, -3.851], [1.254, -3.026, -3.225], [-0.857, 7.439, -4.362], [2.416, 7.141, 0.183], [1.529, -5.770, 4.061], [-0.486, 5.397, -0.155], [2.623, -0.227, -0.365], [4.754, -5.546, 3.821], [-4.573, 2.469, 2.192], [-3.523, -6.948, -3.501], [-6.633, 2.811, -2.430], [-3.147, -0.635, 1.930], [0.412, 2.945, 1.197], [0.413, -1.802, 3.498], [-1.029, 3.060, 1.888], [-0.181, -1.179, 5.580], [1.373, 3.828, 2.139], [-0.666, -1.565, 4.644], [2.066, -0.298, 2.763], [0.868, 1.345, 1.984], [-2.296, 6.751, -5.163], [-2.324, -7.977, -2.676], [5.629, -4.359, 1.483], [-4.618, 1.388, 0.773], [-4.676, -0.058, 1.180], [-0.164, -5.408, 3.649], [3.864, 1.254, -2.270], [-6.546, 0.172, -3.117], [-2.264, -7.704, -1.197], [1.468, 6.915, -1.317], [4.445, 4.989, 2.341], [2.112, 0.908, 2.182], [4.896, -5.543, 2.050], [-3.064, 5.850, -4.235], [-0.020, 0.378, 2.436], [2.892, 0.118, -2.097], [-5.753, 1.448, -3.170], [0.323, -4.116, -2.158], [-1.040, -6.630, 3.612], [5.699, 5.692, 1.902], [0.098, -3.521, -0.796], [0.750, -0.657, 2.928], [-0.011, 6.873, -1.053], [3.005, 1.433, 1.916], [5.492, 6.756, 1.800], [-4.802, 1.351, -2.653], [-2.621, -9.011, -2.839], [-1.957, 6.220, -6.048], [0.859, -5.058, -2.097], [-4.847, -0.688, 0.313], [-2.076, -6.325, 3.468], [-0.972, -7.218, 4.522], [-0.343, 7.731, -0.475], [3.630, 5.216, 1.654], [-0.636, -4.289, -2.642], [3.884, -5.595, 1.653], [3.281, -0.791, -2.551], [-3.248, -7.756, -0.742], [-5.557, 1.713, -4.207], [-1.617, -8.433, -0.714], [-1.089, 0.452, 2.403], [4.104, 1.375, -3.324], [-0.550, 6.846, -1.997], [-0.530, -4.714, 4.401], [-5.517, 1.635, 0.214], [-0.165, -4.913, 2.681], [-7.542, 0.299, -3.529], [6.054, 5.310, 0.950], [-5.474, -0.228, 1.898], [-0.580, -4.161, -0.234], [-0.333, -2.525, -0.861], [-1.016, 3.063, 2.854], [1.390, 3.550, 3.064], [4.154, 5.281, 3.346], [2.857, -0.861, 3.039], [-2.923, 7.584, -5.471], [1.927, 0.342, -2.541], [-3.750, 1.602, 0.153], [6.604, -4.214, 1.937], [-6.031, -0.603, -3.680], [-1.361, -7.810, -3.148], [-3.298, 6.345, -3.297], [1.812, 5.999, -1.789], [5.426, -6.453, 1.777], [4.783, 1.078, -1.718], [5.756, -4.512, 0.413], [1.697, 7.754, -1.970], [-3.995, 5.543, -4.706]], "multiplicity": 1, "lumo_energy_ha": -0.13557, "total_charge": 1, "energy_ha": -10913.59576, "homo_ev": -11.95}

# 2
{"formula": "C23H45Cl3N2O6PPtSi", "method": "ωB97M-V with the def2-TZVPD basis set", "species": ["Pt", "Cl", "Cl", "Cl", "P", "Si", "O", "O", "O", "O", "O", "O", "N", "N", "C", "C", "C", "C", "C", "C", "C", "C", "C", "C", "C", "C", "C", "C", "C", "C", "C", "C", "C", "C", "C", "C", "C", "H", "H", "H", "H", "H", "H", "H", "H", "H", "H", "H", "H", "H", "H", "H", "H", "H", "H", "H", "H", "H", "H", "H", "H", "H", "H", "H", "H", "H", "H", "H", "H", "H", "H", "H", "H", "H", "H", "H", "H", "H", "H", "H", "H", "H"], "coordinates": [[2.613, -0.666, -0.295], [-0.573, -1.541, -1.016], [1.982, 1.424, -0.166], [2.296, -0.425, -2.638], [3.040, -0.707, 1.880], [-1.490, -1.184, -2.826], [-0.496, -2.068, 1.910], [1.821, -0.263, 2.820], [3.637, -2.026, 2.558], [4.198, 0.383, 2.179], [-2.027, 1.207, -0.651], [3.398, -2.589, -0.705], [-2.533, -0.972, 1.896], [3.839, -4.095, -2.362], [4.801, 1.112, 1.050], [2.893, -3.267, 2.689], [1.022, 3.980, 1.754], [-0.927, 2.874, 0.818], [-3.401, -0.023, 2.563], [-1.773, 2.533, -0.440], [3.455, -5.210, -1.511], [4.264, -4.374, -3.732], [-1.963, 0.580, -3.117], [-0.285, -1.916, -4.119], [0.620, 3.602, 3.039], [-0.591, 2.932, 3.210], [-1.370, 2.587, 2.097], [0.231, 3.638, 0.653], [-3.138, -1.686, 0.799], [-4.648, 5.078, 0.380], [-3.018, 3.430, -0.562], [-2.815, -2.517, -3.028], [-3.581, 4.037, 0.491], [3.827, -2.857, -1.882], [-1.220, -1.123, 2.227], [-3.511, 3.612, -1.965], [1.980, 0.220, 4.169], [-4.530, 4.023, -1.956], [-2.370, 2.171, 2.234], [1.824, -3.122, 2.471], [3.444, -6.107, -2.132], [-3.243, 3.864, 1.513], [5.774, 1.463, 1.411], [-2.868, 4.320, -2.517], [1.948, 4.524, 1.591], [4.158, -2.072, -2.563], [4.896, 0.490, 0.134], [-2.593, -2.610, 0.611], [2.325, -0.595, 4.825], [-4.353, -0.512, 2.813], [-3.610, 0.814, 1.880], [-2.608, 0.668, -4.004], [2.667, 1.078, 4.210], [-3.152, -1.058, -0.108], [3.696, -3.750, -4.428], [4.088, -5.432, -3.943], [-4.173, -1.902, 1.081], [-5.545, 4.686, -0.111], [-2.363, -3.353, -3.589], [-0.227, -3.010, -4.009], [4.143, 1.949, 0.759], [-4.317, 5.964, -0.182], [-3.631, -2.105, -3.631], [-0.695, -1.715, -5.117], [2.462, -5.051, -1.083], [-3.507, 2.671, -2.531], [-3.207, -2.894, -2.078], [-2.447, 0.956, -2.177], [1.245, 3.852, 3.896], [0.736, -1.522, -4.041], [5.319, -4.130, -3.868], [-1.142, 2.880, -1.286], [-4.919, 5.408, 1.388], [4.170, -5.326, -0.693], [-0.968, 2.693, 4.207], [3.315, -3.999, 1.989], [3.030, -3.641, 3.716], [-1.041, 1.158, -3.296], [0.984, 0.560, 4.479], [-0.848, -0.281, 2.848], [-2.926, 0.346, 3.480], [0.503, 3.927, -0.362]], "relative_energy_kj_mol": 198.9, "multiplicity": 3, "lumo_energy_ha": [0.07575, 0.03574], "s2": 2.008, "total_charge": -1, "energy_ha": -3595.12666, "homo_ev": [-2.98, -3.48]}

# 3
{"formula": "C23H45F3N2O4S", "method": "ωB97M-V with the def2-TZVPD basis set", "species": ["S", "F", "F", "F", "O", "O", "O", "O", "N", "N", "C", "C", "C", "C", "C", "C", "C", "C", "C", "C", "C", "C", "C", "C", "C", "C", "C", "C", "C", "C", "C", "C", "C", "H", "H", "H", "H", "H", "H", "H", "H", "H", "H", "H", "H", "H", "H", "H", "H", "H", "H", "H", "H", "H", "H", "H", "H", "H", "H", "H", "H", "H", "H", "H", "H", "H", "H", "H", "H", "H", "H", "H", "H", "H", "H", "H", "H", "H"], "coordinates": [[-4.468, 6.120, 2.819], [-5.469, 9.217, 1.435], [-3.594, 8.757, 2.991], [-3.094, 9.348, 0.735], [0.391, 1.954, 1.837], [0.402, -6.112, -2.725], [-0.864, 6.411, 2.410], [-2.686, 6.772, 0.716], [-0.283, 0.875, 2.438], [0.770, -4.755, -2.690], [0.269, -0.849, 0.653], [0.328, -2.606, -3.894], [0.392, -4.152, -4.014], [-2.352, 5.341, 0.647], [1.746, -0.642, 2.678], [2.835, -4.366, -4.787], [0.377, 6.774, 1.708], [1.366, -4.550, -5.156], [2.563, -5.601, -1.082], [-1.266, 5.066, 1.882], [2.223, -4.693, -2.311], [-4.044, 7.009, 1.226], [-0.105, -0.647, 4.416], [3.165, -5.081, -3.481], [-1.947, -0.910, 1.887], [-1.061, -4.532, -4.456], [-1.561, 0.841, 0.229], [2.578, -3.267, -1.805], [1.157, -1.595, 1.644], [-0.826, 0.012, 1.334], [-4.112, 8.642, 1.583], [1.414, 1.261, 4.307], [0.676, 0.224, 3.395], [2.474, 0.008, 2.173], [-1.351, -3.989, -5.364], [-3.267, 4.613, 0.663], [-1.783, 4.528, 2.814], [0.667, 7.905, 1.801], [3.464, -4.766, -5.590], [1.802, -2.881, -1.134], [-4.792, 6.818, 0.338], [1.215, 6.033, 2.106], [2.470, -6.670, -1.305], [1.209, -5.601, -5.431], [2.018, 0.753, 5.070], [-0.219, -2.301, -2.995], [3.114, -6.164, -3.658], [2.106, 1.901, 3.750], [0.698, 1.904, 4.833], [-2.619, -0.360, 2.557], [-0.295, 4.526, 1.514], [0.527, -0.915, 5.271], [-0.971, -0.108, 4.815], [-3.988, 4.801, 2.842], [3.517, -3.270, -1.238], [1.304, -2.125, -3.882], [-1.573, -1.787, 2.414], [1.970, -2.092, 1.102], [-2.043, 0.180, -0.503], [0.592, -2.393, 2.138], [1.150, -3.964, -6.057], [4.208, -4.868, -3.212], [-1.170, -5.596, -4.692], [-2.566, -1.313, 1.075], [-1.789, -4.277, -3.676], [-2.343, 1.475, 0.664], [-1.743, 5.131, -0.351], [0.237, 6.552, 0.556], [-0.880, 1.480, -0.346], [2.737, -2.546, -2.605], [3.080, -3.301, -4.713], [2.317, -1.222, 3.413], [-0.191, -1.575, -0.030], [-0.193, -2.164, -4.751], [3.601, -5.451, -0.758], [1.915, -5.369, -0.228], [0.911, -0.211, 0.028], [-0.447, -1.598, 4.012]], "multiplicity": 3, "lumo_energy_ha": [0.01142, -0.02287], "s2": 2.010, "total_charge": 0, "energy_ha": -2011.27457, "homo_ev": [-9.30, -9.46]}

# 4
{"formula": "C23H45N3O5Si", "method": "ωB97M-V with the def2-TZVPD basis set", "species": ["Si", "O", "O", "O", "O", "O", "N", "N", "N", "C", "C", "C", "C", "C", "C", "C", "C", "C", "C", "C", "C", "C", "C", "C", "C", "C", "C", "C", "C", "C", "C", "C", "H", "H", "H", "H", "H", "H", "H", "H", "H", "H", "H", "H", "H", "H", "H", "H", "H", "H", "H", "H", "H", "H", "H", "H", "H", "H", "H", "H", "H", "H", "H", "H", "H", "H", "H", "H", "H", "H", "H", "H", "H", "H", "H", "H", "H"], "coordinates": [[1.035, -0.023, -0.572], [-1.351, -1.560, -4.323], [2.760, -2.902, 0.912], [-0.481, -2.668, 7.909], [0.738, -1.506, 2.913], [-0.865, 2.006, -0.731], [-1.853, -1.439, 5.701], [-0.365, -0.974, -6.960], [0.910, -1.404, 0.572], [-0.061, -2.933, 6.573], [1.636, 5.093, -1.466], [2.336, -1.712, 0.964], [0.239, -1.051, 1.831], [3.362, -0.585, 1.504], [-0.639, 0.651, -1.221], [0.612, 4.010, -5.387], [1.928, 3.151, 1.643], [-2.185, -3.842, 5.456], [0.809, 4.039, -0.649], [-0.316, -2.350, -6.450], [-0.064, 2.968, -1.406], [-2.646, -2.139, -4.291], [-1.155, -2.717, 5.508], [1.633, 5.139, -3.039], [-1.186, -3.733, 8.525], [-1.098, -0.190, 1.978], [1.225, 5.636, 1.480], [-0.033, 3.057, -2.961], [-1.432, -3.160, -7.103], [-0.350, -2.388, -4.909], [0.773, 4.091, -3.780], [0.866, 4.136, 0.951], [-0.428, -3.415, -4.531], [-1.052, -3.645, 9.606], [-0.679, 2.286, -3.522], [-2.255, -3.645, 8.319], [-2.761, -3.785, 4.528], [-0.516, 4.177, -5.580], [-0.957, 0.936, 1.806], [-1.172, -0.684, 5.636], [0.623, 6.446, 0.931], [-1.516, -0.389, 3.037], [0.605, -1.996, -4.543], [2.328, 5.801, 1.164], [-1.209, -3.329, -8.160], [1.398, 2.138, 1.810], [2.792, 2.918, 0.913], [0.747, -2.222, 6.373], [1.762, -0.538, -1.759], [-2.158, -1.405, 6.675], [2.732, 0.212, 2.060], [-3.186, -1.903, -5.210], [2.284, 5.898, -0.968], [-1.465, -0.002, -0.741], [4.096, -0.991, 2.279], [-0.206, 3.922, 1.327], [-3.197, -1.686, -3.463], [2.221, 5.942, -3.599], [0.439, -0.464, -6.599], [-1.879, -0.655, 1.264], [0.902, 2.965, -5.736], [-0.757, 0.521, -2.349], [-1.161, -0.515, -6.514], [-0.814, -4.712, 8.209], [-1.539, -4.139, -6.627], [3.910, -0.036, 0.668], [1.825, 1.101, -0.077], [-2.611, -3.220, -4.133], [-2.398, -2.654, -7.062], [1.198, 5.723, 2.615], [-0.658, -2.691, 4.532], [0.633, -2.798, -6.766], [-2.904, -3.793, 6.277], [2.331, 3.524, 2.652], [0.382, -3.935, 6.498], [-1.700, -4.821, 5.485], [1.186, 4.856, -5.898]], "multiplicity": 1, "lumo_energy_ha": 0.01675, "total_charge": 0, "smiles": "CC(=O)N([SiH2]COc1cc(C)ccc1C(C)C)C(C)=O.COC[C@@H](C)N.COC[C@@H](C)N", "energy_ha": -1733.06324, "homo_ev": -8.46}